A 6-piece molecular cluster, C52H65ClF40IN4O8S overall, computed with wB97M-V/def2-TZVPD.

Structure (XYZ):
```
172
Properties=species:S:1:pos:R:3:forces:R:3:mulliken_charge:R:1
C -0.96910 0.87860 0.52395 2.38 1.04 -5.18 -0.640
C -0.46934 1.25468 -0.61384 -1.68 -2.05 4.45 -0.530
C 0.06254 1.59559 -2.05811 -1.26 0.93 0.50 -0.536
C 1.65901 1.89391 -2.21954 -0.55 -0.78 2.55 0.848
C 1.92858 3.14467 -1.22987 -0.24 1.70 0.22 -1.119
C 2.58598 3.01063 0.19640 1.31 0.57 1.83 -1.100
C 1.97733 2.05097 1.31984 -1.42 0.62 -0.17 0.375
Cl 3.13994 2.00749 2.75400 -0.77 -0.02 -1.13 -0.208
C 2.56642 0.55466 -1.88214 -0.77 -0.19 2.27 -0.910
O 1.64015 -0.55507 -1.95854 1.49 0.82 0.20 0.271
C 1.93362 -1.65748 -1.09100 -0.50 -2.98 0.85 -0.492
C 0.60559 -2.38979 -0.46402 1.15 -0.98 0.08 -0.457
C -0.20464 -3.27118 -1.55640 0.18 0.79 0.14 -0.415
C -1.49134 -2.41675 -2.04289 0.93 -0.13 -0.12 -0.391
N 3.83091 0.42600 -2.63058 -0.73 0.69 -0.90 0.972
C 4.03078 -0.70432 -3.53954 2.00 -1.78 -1.86 0.006
C 4.44925 1.72202 -3.07567 0.81 -2.04 -0.87 -0.089
N 4.96131 2.44907 -1.93514 -0.02 5.62 -0.31 -0.285
C 5.25148 3.69757 -2.03326 0.82 -0.83 -1.57 0.301
S 5.81499 5.24032 -2.40427 -1.74 -4.36 1.57 -0.139
O 5.59508 1.39968 -3.94541 -1.41 1.09 1.19 -0.161
C 6.79006 1.07525 -3.18699 1.67 -2.17 0.71 -0.076
C 7.84918 0.17258 -4.06759 -1.80 -0.38 -0.88 0.115
C 7.21943 -0.14058 -5.55192 1.02 -0.52 0.32 -1.197
C 8.07000 -1.27282 -3.38112 1.60 0.13 -0.16 -0.984
C 8.86079 -1.24868 -1.97444 0.12 -0.89 0.83 0.827
C 9.95369 -0.06727 -1.82143 0.03 -1.01 0.97 -0.958
C 7.87392 -1.30208 -0.66506 -0.44 1.06 -0.21 -0.995
C 3.36423 2.33897 -4.06612 2.47 -1.34 -2.33 -1.589
O 3.71624 3.63516 -4.69463 1.06 -1.07 -2.47 -0.414
C 4.25439 3.42932 -5.99367 -0.38 -1.56 -2.48 0.560
N 4.53610 3.10245 -7.13173 -1.37 1.97 6.27 -0.501
N 1.93322 2.41541 -3.61877 0.06 1.21 -0.34 0.955
C 1.09570 2.01493 -4.79186 -1.52 1.58 -3.89 -0.940
I 0.92320 -0.09636 -5.30420 -0.04 0.97 0.46 0.248
C -0.30215 2.86460 -5.01295 -0.06 -0.24 -0.24 -0.250
C -0.72766 2.90055 -6.57925 -0.21 -0.58 0.32 -1.089
H -1.35870 0.38547 1.49657 0.84 1.42 -2.23 0.335
H -0.45769 2.60872 -2.32173 0.92 -1.73 0.40 0.626
H -0.36354 0.82618 -2.78339 0.89 0.81 1.10 0.214
H 2.56044 4.00415 -1.71956 -0.92 -1.75 0.46 0.337
H 0.90155 3.67947 -1.05794 1.68 -1.15 -0.36 0.471
H 3.73579 2.81936 0.24263 -2.10 0.14 -0.75 0.341
H 2.50827 4.08137 0.66822 0.06 -1.87 -0.96 0.473
H 1.00100 2.55004 1.71167 1.74 -1.19 -0.61 0.095
H 1.73801 0.97510 0.99637 0.58 1.76 0.56 -0.153
H 2.90058 0.54957 -0.76105 -0.84 0.76 -1.85 0.008
H 2.62048 -1.47384 -0.19460 -0.75 0.57 -1.37 0.302
H 2.44048 -2.51293 -1.70505 -0.68 1.57 0.97 0.261
H -0.04539 -1.67959 0.15578 0.88 -0.93 -1.18 0.010
H 1.04505 -3.15801 0.29780 -0.54 1.46 -1.24 0.401
H 0.52230 -3.44579 -2.44592 -1.32 0.13 1.44 0.185
H -0.47808 -4.31296 -1.12332 0.34 1.94 -0.69 0.373
H -1.67921 -1.59245 -1.26602 -0.04 -1.31 -1.18 -0.036
H -1.17802 -1.88458 -3.02654 -0.92 -0.92 1.51 -0.007
H -2.40639 -3.09467 -2.16838 1.30 1.25 -0.03 0.334
H 5.12180 -1.09383 -3.38155 -1.96 0.67 -0.29 -0.406
H 3.99483 -0.46460 -4.68380 -0.09 -0.14 2.01 0.123
H 3.38331 -1.63687 -3.42262 0.48 1.82 0.41 0.242
H 6.45740 0.35525 -2.33169 0.68 1.71 -1.14 0.218
H 7.39228 1.97613 -2.81287 -1.42 -1.05 -0.40 0.032
H 8.82915 0.77542 -4.18920 -1.61 -1.24 0.24 0.626
H 6.39362 -0.95615 -5.47974 1.25 1.63 -0.08 0.144
H 6.85493 0.80239 -6.09260 0.49 -1.50 0.81 0.293
H 8.08376 -0.63303 -6.15110 -1.51 0.95 0.82 0.425
H 8.74049 -1.87923 -4.11935 -1.18 1.06 1.19 0.413
H 7.11388 -1.89312 -3.24662 1.16 1.17 -0.33 0.108
H 9.46291 -2.25558 -1.92388 -1.22 2.05 -0.17 0.159
H 10.23120 -0.03032 -0.68857 -0.35 -0.04 -1.98 0.415
H 10.89756 -0.39430 -2.39500 -1.63 1.06 0.76 -0.099
H 9.57333 0.98225 -2.08370 0.59 -1.62 0.16 0.250
H 7.90877 -0.28106 -0.10150 -0.05 -1.75 -0.93 0.244
H 6.75628 -1.44202 -0.97072 1.95 0.00 0.53 0.095
H 8.16616 -2.11519 0.08846 -0.40 1.16 -1.24 0.344
H 3.45170 1.60395 -4.97367 -0.47 0.87 2.05 0.758
H 1.72673 3.44954 -3.56699 0.30 -0.91 0.12 0.849
H 1.65604 2.44011 -5.73462 -0.62 -0.96 2.02 0.689
H -0.11450 3.96840 -4.70897 -0.25 -1.81 -0.10 0.354
H -1.17130 2.38858 -4.43699 1.36 0.98 -0.65 0.222
H 0.18406 3.06071 -7.26923 -1.48 -0.33 1.07 0.302
H -1.48230 3.74880 -6.76416 1.26 -1.25 0.43 0.374
H -1.28108 1.90840 -6.82797 1.19 1.73 0.23 0.285
C -3.81524 3.95460 3.66013 0.31 0.66 0.48 -0.926
C -3.29433 2.92542 2.63782 0.26 0.10 0.91 1.238
C -4.35625 2.29895 1.73713 -0.29 -0.39 -0.63 -0.007
F -5.26790 1.59400 2.43652 0.25 0.07 -0.10 -0.187
F -3.78371 1.42200 0.86856 0.20 0.15 0.06 -0.224
F -2.58304 1.97024 3.29051 -0.19 -0.12 -0.24 -0.324
F -2.39658 3.57731 1.83692 -0.37 -0.01 -0.23 -0.299
O -4.01084 3.47328 4.99382 -1.06 -1.19 -0.51 -0.440
C -5.26540 2.88215 5.27688 0.56 1.89 -0.41 0.779
C -5.13644 1.42051 5.71527 0.29 -0.69 0.29 0.130
F -4.58160 0.65956 4.74293 -0.02 0.31 0.07 -0.202
F -6.35484 0.88422 5.98028 0.00 0.40 -0.05 -0.250
F -6.09232 3.04101 4.22427 -0.18 -0.39 0.45 -0.273
F -5.79904 3.61192 6.28441 0.12 -0.63 0.02 -0.297
H -3.02999 4.70783 3.76181 -0.02 -0.45 0.07 0.484
H -4.68118 4.51131 3.29163 0.03 -0.35 -0.03 0.298
H -4.87708 3.05793 1.14796 0.07 0.14 0.10 0.253
H -4.51572 1.33082 6.61055 -0.06 0.23 -0.03 0.193
C -8.94022 -1.27114 3.30538 0.35 0.01 -0.86 -0.785
C -9.81726 -0.30953 4.13143 -0.59 -0.45 -0.59 0.881
C -9.46562 -0.20986 5.61374 -0.03 0.51 0.83 0.595
F -9.62034 -1.38663 6.25484 -0.05 0.11 -0.15 -0.221
F -10.28746 0.67316 6.23882 -0.01 0.06 -0.37 -0.281
F -11.12084 -0.64043 3.96010 0.24 0.01 0.26 -0.279
F -9.67202 0.93423 3.58155 0.34 -0.08 0.33 -0.307
O -9.48752 -2.56957 3.05382 -0.06 -0.39 1.56 -0.396
C -9.25479 -3.55836 4.03954 0.95 1.16 -1.11 0.768
C -10.55428 -4.10031 4.64178 -0.95 -0.13 0.22 0.324
F -11.25740 -3.12421 5.25910 0.32 -0.05 -0.27 -0.236
F -10.29599 -5.04655 5.58029 0.54 0.16 -0.22 -0.266
F -8.40507 -3.08206 4.97121 -0.22 -0.57 0.06 -0.271
F -8.59385 -4.56093 3.40882 -0.43 -0.18 0.22 -0.297
H -8.85154 -0.82270 2.31062 -0.27 -0.04 0.16 0.410
H -7.91191 -1.32297 3.67469 -0.26 -0.01 0.25 0.391
H -8.43899 0.13477 5.75694 -0.03 -0.05 -0.20 -0.134
H -11.19196 -4.54082 3.87135 0.22 0.06 -0.08 0.151
C -2.89376 8.79442 2.70842 0.94 0.18 0.00 -0.917
C -3.86440 7.62214 2.95333 0.34 0.58 0.91 1.160
C -5.17975 7.68898 2.18113 -0.81 -0.21 -0.27 0.064
F -5.91543 8.76504 2.51866 0.22 -0.29 0.01 -0.220
F -5.94722 6.60094 2.45923 0.33 -0.21 0.08 -0.250
F -4.08493 7.49837 4.28483 -0.19 -0.02 -0.36 -0.309
F -3.21352 6.47765 2.57446 -0.15 0.32 -0.58 -0.377
O -2.89216 9.83044 3.69384 -1.49 0.17 -0.33 -0.411
C -3.83971 10.86966 3.52369 1.44 -0.46 -0.92 0.758
C -4.81490 10.96979 4.70043 -0.58 0.07 0.75 0.193
F -5.53537 9.83313 4.84161 0.35 0.06 -0.16 -0.211
F -5.70504 11.97342 4.50698 0.41 -0.05 -0.29 -0.252
F -4.46413 10.72695 2.33738 -0.17 0.39 0.36 -0.273
F -3.12061 12.01328 3.43164 -0.40 -0.14 0.40 -0.292
H -1.88559 8.37127 2.76570 -0.22 -0.05 0.21 0.444
H -2.96557 9.19341 1.69246 -0.32 -0.07 0.17 0.357
H -5.00725 7.70661 1.10188 0.17 0.02 0.00 0.289
H -4.28258 11.15314 5.63757 0.17 0.02 -0.17 0.248
C -10.88889 -8.71548 2.37911 0.34 0.02 -0.89 -0.839
C -11.76012 -7.78502 3.24595 -0.62 -0.65 -0.55 0.953
C -11.40315 -7.74508 4.73008 -0.07 0.41 0.91 0.100
F -11.55915 -8.94527 5.32426 -0.05 0.15 -0.18 -0.217
F -12.22044 -6.88534 5.39305 -0.08 -0.01 -0.45 -0.266
F -13.06484 -8.10503 3.06642 0.27 0.05 0.26 -0.280
F -11.61304 -6.51939 2.74469 0.32 0.00 0.27 -0.285
O -11.44081 -10.00079 2.07836 -0.07 -0.35 1.54 -0.406
C -11.20737 -11.02896 3.02356 1.06 1.05 -1.12 0.774
C -12.50653 -11.59060 3.60885 -0.80 -0.27 0.32 0.196
F -13.20390 -10.63651 4.26695 0.27 -0.02 -0.29 -0.210
F -12.24792 -12.57303 4.50706 0.36 0.13 -0.28 -0.253
F -10.35308 -10.59233 3.97025 -0.26 -0.54 0.05 -0.275
F -10.55238 -12.00644 2.35180 -0.49 -0.10 0.25 -0.297
H -10.80242 -8.22811 1.40258 -0.26 -0.04 0.16 0.455
H -9.85949 -8.78489 2.74220 -0.27 -0.02 0.25 0.334
H -10.37462 -7.40908 4.88373 0.03 -0.01 -0.17 0.291
H -13.14764 -11.99839 2.82280 0.21 0.05 -0.11 0.241
C 14.83144 -1.98038 -2.97410 0.67 0.69 -0.06 -0.880
C 13.34418 -2.15360 -3.34079 0.68 -0.03 -0.86 0.949
C 12.54680 -3.06750 -2.41608 -0.60 -0.39 0.36 0.104
F 13.00981 -4.33274 -2.42499 -0.10 0.26 -0.09 -0.222
F 11.25161 -3.13380 -2.81854 0.08 0.20 -0.27 -0.277
F 13.24844 -2.55783 -4.63104 -0.14 -0.12 0.37 -0.286
F 12.77267 -0.90944 -3.29628 0.08 -0.24 0.35 -0.344
O 15.76175 -2.77946 -3.71037 -0.75 -1.29 0.52 -0.402
C 16.01832 -4.07887 -3.20913 0.37 1.72 0.61 0.764
C 15.64154 -5.17583 -4.20934 -0.19 -0.62 -0.62 0.191
F 14.31992 -5.14657 -4.49888 0.23 0.25 0.12 -0.207
F 15.90123 -6.40521 -3.70014 0.17 0.39 0.22 -0.251
F 15.41654 -4.23285 -2.01263 0.26 -0.46 -0.25 -0.275
F 17.34973 -4.12459 -2.96592 -0.29 -0.35 -0.37 -0.291
H 15.09292 -0.95190 -3.24315 -0.15 -0.20 -0.18 0.468
H 15.00675 -2.03392 -1.89577 -0.22 -0.24 -0.14 0.340
H 12.55512 -2.69882 -1.38704 0.12 0.13 -0.02 0.328
H 16.19660 -5.06263 -5.14435 0.10 0.17 0.15 0.241
```
Positions in Å, forces in eV/Å.

As for the lowest unoccupied orbital energy: -3.30 eV. Its relative energy (zero: lowest compared OMol25 entry of this formula, charge and spin) is 0.0 kcal/mol. The max |F| is 6.71 eV/Å. The gap between HOMO and LUMO is 0.323 Eh. As for the total energy: -7991.3610 Ha. Its net charge is +1.